Entry from OMol25: a cluster of 2 separate species, C3H12N2O in total (ωB97M-V with the def2-TZVPD basis set).

HOMO energy: -8.74 eV
Energy relative to the best compared isomer or geometry (same formula, charge and spin): 21.9 kcal/mol
Lowest unoccupied orbital energy: 1.0 eV
Electronic energy: -306.208986 hartree
SMILES: CCNCN.O

```
18
Properties=species:S:1:pos:R:3:mulliken_charge:R:1
C -1.3340 -0.7364 2.0726 -1.095
C -1.3575 -0.5096 0.5591 -0.370
N -0.0626 -0.0631 0.0128 -0.375
C -0.1534 -0.0265 -1.4493 -0.708
N 0.8769 0.8196 -2.1058 -0.456
H -1.5404 0.0732 2.7551 0.318
H -0.3959 -1.1610 2.4645 0.308
H -1.9487 -1.6301 2.2349 0.329
H -1.6155 -1.4486 0.0442 0.332
H -2.0596 0.2863 0.3498 0.264
H 0.6727 -0.7004 0.2863 0.270
H -1.0793 0.2707 -1.9441 0.299
H 0.0300 -1.0960 -1.6530 0.464
H 0.4892 1.7215 -2.2854 0.214
H 1.3964 0.3048 -2.7891 0.191
O 2.8121 0.9594 0.6721 -0.657
H 3.0586 1.8648 0.8654 0.296
H 2.2111 1.0716 -0.0901 0.376
```

=====

Entry from OMol25: a cluster of 2 separate species, C3H12N2O in total (ωB97M-V with the def2-TZVPD basis set).

HOMO energy: -9.19 eV
Energy relative to the best compared isomer or geometry (same formula, charge and spin): 3.9 kcal/mol
Lowest unoccupied orbital energy: 1.0 eV
Electronic energy: -306.237806 hartree
SMILES: CNCCN.O

```
18
Properties=species:S:1:pos:R:3:mulliken_charge:R:1
C 0.6732 -1.3007 -2.0261 -0.960
N -0.0979 -0.3713 -1.2197 -0.378
C 0.7423 0.4224 -0.3180 -0.826
C -0.0881 1.4560 0.4361 -0.413
N 0.3747 1.5218 1.8304 -0.710
H 1.4538 -0.8339 -2.6435 0.332
H 1.1892 -2.0082 -1.3748 0.317
H 0.0104 -1.8630 -2.6807 0.320
H -0.6041 0.2590 -1.8282 0.184
H 1.5822 0.8761 -0.8613 0.490
H 1.2119 -0.2646 0.3847 0.385
H -1.1420 1.1682 0.3694 0.291
H 0.0446 2.4416 -0.0100 0.414
H 0.1270 0.6382 2.2787 0.261
H -0.1285 2.2492 2.3324 0.228
O -1.3443 -1.3587 1.2127 -0.662
H -1.0757 -1.2118 0.2735 0.424
H -1.7171 -2.2472 1.2378 0.300
```

=====

Entry from OMol25: a cluster of 2 separate species, C3H12N2O in total (ωB97M-V with the def2-TZVPD basis set).

HOMO energy: -8.41 eV
Energy relative to the best compared isomer or geometry (same formula, charge and spin): 13.7 kcal/mol
Lowest unoccupied orbital energy: 0.6 eV
Electronic energy: -306.222103 hartree
SMILES: CNCCN.O

```
18
Properties=species:S:1:pos:R:3:mulliken_charge:R:1
C -0.8054 2.2469 1.0191 -0.902
N -0.2637 1.0200 0.4925 -0.221
C 0.7403 1.1653 -0.5210 -0.707
C 1.1478 -0.1481 -1.1561 -0.425
N 0.1945 -0.5523 -2.2021 -0.642
H -0.0349 3.0162 1.1685 0.287
H -1.4995 2.6805 0.2805 0.244
H -1.3544 2.0451 1.9237 0.354
H -0.1056 0.2642 1.1343 0.204
H 1.5942 1.7550 -0.1566 0.368
H 0.3075 1.7700 -1.3237 0.370
H 1.3360 -0.8948 -0.3878 0.299
H 2.1066 0.0563 -1.6398 0.302
H 0.3865 -1.5169 -2.4718 0.220
H -0.7431 -0.4957 -1.8196 0.252
O -0.8651 -3.9474 2.2043 -0.638
H -1.0140 -3.5893 1.3080 0.316
H -1.1278 -4.8751 2.1476 0.321
```

=====

Entry from OMol25: a structure of composition C3H12N2O (ωB97M-V with the def2-TZVPD basis set).

HOMO energy: -8.07 eV
Energy relative to the best compared isomer or geometry (same formula, charge and spin): 56.1 kcal/mol
Lowest unoccupied orbital energy: 1.0 eV
Electronic energy: -306.154489 hartree

```
18
Properties=species:S:1:pos:R:3:mulliken_charge:R:1
C -1.5238 -0.9547 -0.2401 0.373
C -0.8877 -0.4543 -1.3898 -1.068
N -1.1132 -2.0445 0.4255 -0.422
O -0.7956 0.3498 1.6795 -0.945
H 0.1397 0.9996 0.8344 0.381
H -2.4170 -0.4903 0.1426 0.253
H -0.2183 -2.4316 0.1618 0.227
H -1.2530 -1.9912 1.4266 0.286
H -0.0251 0.4665 -0.8640 0.313
H -0.2201 -1.1451 -1.9030 0.323
H -1.5220 0.1016 -2.0733 0.337
C 2.1576 0.8595 -0.0074 -0.820
N 0.7650 1.2923 -0.0871 -0.533
H 0.6854 2.2787 -0.3093 0.224
H -1.3441 0.9868 2.1509 0.192
H 2.6730 0.9709 -0.9661 0.318
H 2.7232 1.4040 0.7554 0.323
H 2.1757 -0.1978 0.2634 0.238
```

=====

Entry from OMol25: a cluster of 2 separate species, C3H12N2O in total (ωB97M-V with the def2-TZVPD basis set).

HOMO energy: -9.59 eV
Energy relative to the best compared isomer or geometry (same formula, charge and spin): 21.9 kcal/mol
Lowest unoccupied orbital energy: 1.0 eV
Electronic energy: -306.209105 hartree
SMILES: CCO.NCN

```
18
Properties=species:S:1:pos:R:3:mulliken_charge:R:1
C -0.4236 2.7366 -0.4757 -0.919
C -0.0387 4.1088 0.1015 -0.209
O 1.3587 4.0306 0.4274 -0.532
H -0.4028 2.1038 0.4110 0.229
H 0.3661 2.4244 -1.1472 0.276
H -1.4053 2.7741 -0.9239 0.330
H -0.1377 4.9717 -0.5532 0.275
H -0.5870 4.3035 1.0350 0.261
H 1.6283 4.6758 1.0851 0.288
N 0.5153 -4.4436 0.4501 -0.657
C 0.0831 -3.0349 0.0121 -0.357
N -1.1325 -3.1342 -0.7575 -0.634
H 1.5119 -4.5066 0.2426 0.230
H 0.5395 -4.4380 1.4666 0.239
H 0.8210 -2.6396 -0.6834 0.338
H 0.0035 -2.5173 0.9703 0.349
H -1.8116 -3.6145 -0.1767 0.229
H -0.8883 -3.8007 -1.4842 0.265
```

=====

Entry from OMol25: a cluster of 3 separate species, C3H12N2O2 in total (ωB97M-V with the def2-TZVPD basis set).

HOMO energy (spin up / spin down): 0.71 / -3.63 eV
Total charge: -1
Energy relative to the best compared isomer or geometry (same formula, charge and spin): 18.8 kcal/mol
2S+1: 2
Lowest unoccupied orbital energy (spin up / spin down): 3.9 / 3.6 eV
Electronic energy: -381.422754 hartree

```
19
Properties=species:S:1:pos:R:3:mulliken_charge:R:1
C -1.4441 0.3334 -1.8101 -1.467
C -0.4352 1.0839 -1.0089 1.249
C 0.8112 1.2579 -1.4254 -1.156
N 1.9500 1.3817 -0.6114 -0.630
N -0.8409 1.4014 0.2946 -1.145
H -1.0641 -0.6673 -2.0365 0.400
H -1.8185 0.7130 -2.7601 0.302
H -2.3291 0.0301 -1.2473 0.344
H 1.1127 1.0468 -2.4376 0.340
H 1.8173 1.4936 0.3768 0.176
H 2.7979 0.9127 -0.8812 0.654
H -0.2128 1.7425 1.0004 0.453
H -1.5485 0.7631 0.6233 0.092
H -1.4188 -1.8676 1.9232 0.383
H -0.8505 -2.0086 3.3299 0.403
O -1.6145 -2.2527 2.7849 -1.043
H 1.4451 -1.2693 0.8032 0.245
H 2.2480 -2.2750 1.4659 0.701
O 1.3947 -1.8194 1.6164 -1.302
```

=====

Entry from OMol25: a cluster of 2 separate species, C3H12N2O2 in total (ωB97M-V with the def2-TZVPD basis set).

HOMO energy: -9.30 eV
Energy relative to the best compared isomer or geometry (same formula, charge and spin): 31.5 kcal/mol
Lowest unoccupied orbital energy: 0.8 eV
Electronic energy: -381.464700 hartree
SMILES: NCCNCO.O

```
19
Properties=species:S:1:pos:R:3:mulliken_charge:R:1
N 1.3332 -2.0234 0.6628 -0.522
C -0.0499 -1.7954 0.3156 -0.377
C -0.5407 -0.4647 0.8266 -0.897
N -0.0638 0.6572 0.0405 -0.294
C 0.2545 1.9037 0.7141 -0.512
O 0.0075 3.0211 -0.0923 -0.528
H 1.7731 -1.2532 1.1450 0.225
H 1.8732 -2.3474 -0.1344 0.235
H -0.7101 -2.5696 0.7483 0.268
H -0.2001 -1.9580 -0.7556 0.245
H -1.6255 -0.3999 0.8808 0.325
H -0.2618 -0.4196 1.8847 0.491
H 0.6976 0.3992 -0.5775 0.377
H -0.2793 1.9092 1.6667 0.364
H 1.3221 1.9580 0.9591 0.287
H -0.9226 3.0366 -0.3354 0.309
O -0.8759 -0.2383 -2.8404 -0.700
H -1.0541 0.6443 -3.1996 0.299
H -0.6775 -0.0599 -1.9091 0.405
```

=====

Entry from OMol25: a cluster of 2 separate species, C3H12N2O2 in total (ωB97M-V with the def2-TZVPD basis set).

HOMO energy (spin up / spin down): -14.70 / -14.63 eV
Total charge: +1
Energy relative to the best compared isomer or geometry (same formula, charge and spin): 42.5 kcal/mol
2S+1: 2
Lowest unoccupied orbital energy (spin up / spin down): -3.3 / -8.4 eV
Electronic energy: -381.144959 hartree

```
19
Properties=species:S:1:pos:R:3:mulliken_charge:R:1
C 0.7856 0.2194 1.2815 -0.658
C -0.5917 0.9096 1.7375 -0.298
O -1.6357 0.7582 0.8608 -0.492
N 0.6054 -1.1344 0.8432 0.044
C 0.6998 -1.4201 -0.5807 -0.466
N -0.5574 -0.9630 -1.2299 -0.636
H 1.2939 0.8452 0.5444 0.327
H 1.4852 0.1702 2.1214 0.430
H -0.3171 1.9657 1.8310 0.285
H -0.8629 0.4985 2.7095 0.364
H -1.3374 0.7047 -0.0600 0.404
H 1.0630 -1.7723 1.4927 0.361
H 1.5296 -0.8647 -1.0191 0.351
H 0.8138 -2.4826 -0.7960 0.449
H -0.5344 -1.2950 -2.1953 0.267
H -1.2826 -1.4787 -0.7458 0.272
H -0.0570 1.1026 -2.2528 0.285
H -0.9390 2.2030 -2.5320 0.324
O -0.1611 2.0336 -2.0104 -0.614
```

=====

Entry from OMol25: a structure of composition C3H12N2O3 (ωB97M-V with the def2-TZVPD basis set).

HOMO energy: -8.29 eV
Energy relative to the best compared isomer or geometry (same formula, charge and spin): 136.6 kcal/mol
Lowest unoccupied orbital energy: -2.9 eV
Electronic energy: -456.552474 hartree

```
20
Properties=species:S:1:pos:R:3:mulliken_charge:R:1
N -1.2733 -1.8711 0.2449 -0.397
C -0.2275 -1.8007 1.0280 -0.274
C 0.7913 -0.7487 0.9223 0.069
N 1.0769 -0.4964 -0.4116 -0.238
C 1.8743 0.6930 -0.6612 -0.827
O 0.2981 0.4373 1.5707 -0.406
H -1.1015 -2.4715 -0.5454 0.408
H -1.4648 -0.9136 -0.2241 0.305
H -0.2971 -2.2562 2.0220 0.381
H 1.6866 -1.0822 1.4367 0.387
H 0.2426 -0.5846 -0.9687 0.283
H 2.4179 0.5713 -1.5999 0.286
H 1.2255 1.5772 -0.7375 0.250
H 2.6149 0.7638 0.1468 0.341
H -1.3034 1.4511 -0.8651 0.346
H -2.5533 0.6294 -1.6408 0.213
O -1.8094 0.3780 -1.1014 -0.836
H -0.6021 0.3196 1.8981 0.331
H -0.9723 3.0275 0.0597 0.196
O -0.6233 2.3770 -0.5732 -0.817
```

=====

Entry from OMol25: a cluster of 2 separate species, C3H12N2OS in total (ωB97M-V with the def2-TZVPD basis set).

HOMO energy: -8.68 eV
Energy relative to the best compared isomer or geometry (same formula, charge and spin): 18.8 kcal/mol
Lowest unoccupied orbital energy: 0.8 eV
Electronic energy: -704.408217 hartree
SMILES: NC[C@@H](N)CS.O

```
19
Properties=species:S:1:pos:R:3:mulliken_charge:R:1
N 0.6735 -1.0841 -2.1081 -0.571
C 0.3676 -0.3459 -0.9024 -0.869
C -0.8257 0.6277 -1.0949 0.380
N -1.9570 0.0713 -1.7667 -0.533
C -1.1604 1.1989 0.2961 -1.010
S -2.5967 2.4578 0.0860 -0.266
H 1.0527 -0.4817 -2.8211 0.209
H 1.4369 -1.7060 -1.8794 0.248
H 0.0442 -0.9469 -0.0408 0.416
H 1.2176 0.1910 -0.4508 0.384
H -0.3819 1.4867 -1.6160 0.199
H -2.3861 0.6311 -2.4825 0.199
H -1.8110 -0.8928 -2.0364 0.256
H -1.5685 0.5082 1.0305 0.441
H -0.3888 1.7876 0.7852 0.382
H -3.4544 1.7800 0.9037 0.135
O 3.7659 -1.4882 4.5192 -0.638
H 4.6312 -1.4771 4.9218 0.321
H 3.3408 -2.3176 4.6567 0.317
```

=====

Entry from OMol25: a cluster of 2 separate species, C3H12N2OS in total (ωB97M-V with the def2-TZVPD basis set).

HOMO energy: -8.91 eV
Energy relative to the best compared isomer or geometry (same formula, charge and spin): 7.9 kcal/mol
Lowest unoccupied orbital energy: 0.8 eV
Electronic energy: -704.425618 hartree
SMILES: NC[C@H](N)CS.O

```
19
Properties=species:S:1:pos:R:3:mulliken_charge:R:1
N 0.1882 -2.3068 -0.6431 -0.466
C -0.5286 -1.4465 0.2715 -0.971
C -0.3978 0.0482 -0.0809 0.380
N 0.9626 0.5644 -0.0030 -0.559
C -1.4134 0.8452 0.7532 -0.874
S -0.8593 2.4289 1.4566 -0.244
H -0.3841 -2.7755 -1.3268 0.233
H 0.8274 -2.9447 -0.1918 0.216
H -0.2371 -1.6103 1.3108 0.411
H -1.5965 -1.6664 0.2934 0.327
H -0.6581 0.0896 -1.1324 0.260
H 1.5381 0.0221 -0.6413 0.157
H 1.3460 0.4761 0.9361 0.254
H -1.7117 0.2901 1.6400 0.362
H -2.2818 1.0758 0.1564 0.374
H -0.5605 3.0649 0.3227 0.125
O 2.3926 -2.0746 -2.6428 -0.696
H 1.6111 -1.8043 -2.1223 0.394
H 3.1157 -1.4634 -2.4735 0.317
```

=====

Entry from OMol25: a cluster of 2 separate species, C3H12N2OS in total (ωB97M-V with the def2-TZVPD basis set).

HOMO energy: -8.95 eV
Energy relative to the best compared isomer or geometry (same formula, charge and spin): 9.7 kcal/mol
Lowest unoccupied orbital energy: 0.6 eV
Electronic energy: -704.422821 hartree
SMILES: NC[C@@H](N)CS.O

```
19
Properties=species:S:1:pos:R:3:mulliken_charge:R:1
N 1.5722 -0.3176 -1.6270 -0.527
C 0.6882 -0.3681 -0.4820 -0.737
C -0.6200 0.3499 -0.8474 0.153
N -1.3017 -0.3715 -1.9295 -0.787
C -1.5171 0.5072 0.3605 -0.805
S -2.9154 1.6625 -0.0028 -0.235
H 1.9095 0.6212 -1.8020 0.190
H 2.3604 -0.9300 -1.5674 0.208
H 0.4342 -1.4083 -0.2614 0.410
H 1.0534 0.1430 0.4195 0.333
H -0.3326 1.3653 -1.1580 0.298
H -1.6964 0.3120 -2.5689 0.257
H -0.5381 -0.7139 -2.5174 0.342
H -1.9621 -0.4406 0.6437 0.384
H -0.9845 0.9807 1.1719 0.391
H -2.9634 2.1133 1.2543 0.124
O 5.6427 -2.8167 3.7360 -0.639
H 5.6406 -2.0206 3.1915 0.317
H 6.4572 -3.2614 3.4598 0.322
```